(1)
ORCA calculation (ωB97M-V/def2-TZVPD) on a 12-piece molecular cluster, C4H34N2O12 overall in a non-equilibrium geometry.

Computed properties:
**DFT total energy**: -32247.650 eV
**ΔE to the lowest compared entry with this formula, charge and spin**: 104.31 kcal per mole
**HOMO-LUMO gap**: 8.996 eV
**Maximum force**: 7.317 eV/A
**SMILES**: NCNCCCO.O.O.O.O.O.O.O.O.O.O.O

Element x y z (Å)
N1 -0.1844 0.4573 3.2626
C1 -0.4717 -0.9604 3.0455
N2 -0.5243 -1.3571 1.6035
C2 -1.7945 -1.9939 1.1849
C3 -1.6936 -2.3681 -0.3501
C4 -1.7880 -1.0613 -1.3531
O1 -2.6190 -0.0577 -0.7374
H1 0.3011 0.8339 2.4941
H2 -1.0454 1.0003 3.3701
H3 0.4159 -1.4138 3.5560
H4 -1.4828 -1.3727 3.6015
H5 -0.3192 -0.5322 1.1064
H6 -2.1781 -2.8201 1.6198
H7 -2.6996 -1.3484 1.1582
H8 -0.7242 -2.8538 -0.6420
H9 -2.5407 -3.1375 -0.3950
H10 -0.7604 -0.7144 -1.3932
H11 -2.1953 -1.3946 -2.3326
H12 -2.4060 -0.0420 0.1333
O2 -0.0881 2.0521 -3.9133
H13 -0.2066 1.4892 -4.6313
H14 -0.8027 1.8879 -3.2513
O3 2.6234 -1.6800 1.2318
H15 2.5723 -2.3815 1.9184
H16 1.7619 -1.3340 1.1988
O4 3.7109 1.0933 1.3539
H17 4.1901 1.3485 0.5508
H18 3.6859 0.1186 1.4338
O5 0.3913 -2.6653 -2.6096
H19 1.1791 -3.1191 -2.3736
H20 0.6001 -1.7910 -2.4803
O6 -3.2164 0.8324 1.7946
H21 -4.1300 1.0240 1.9094
H22 -2.4788 1.4709 1.9098
O7 1.3146 0.8233 0.3426
H23 2.1095 0.8166 0.7860
H24 1.4756 0.3388 -0.4103
O8 -1.5230 2.2184 -1.7081
H25 -2.0488 1.4505 -1.3856
H26 -2.0711 2.8118 -2.1881
O9 3.4929 -1.0749 -1.0947
H27 3.0990 -1.4476 -0.4018
H28 4.4685 -1.2181 -0.8844
O10 1.3464 -0.1961 -2.2818
H29 0.7424 0.2608 -2.9735
H30 2.2267 0.0513 -2.5262
O11 -0.8416 2.4368 1.3866
H31 -0.7952 1.9925 0.6229
H32 -0.4504 3.2851 1.2434
O12 0.8524 3.8236 -0.4077
H33 0.6764 3.5112 -1.2439
H34 0.8433 2.9064 0.1498

(2)
ORCA calculation (ωB97M-V/def2-TZVPD) on a 12-piece molecular cluster, C4H34N3O11 overall in a non-equilibrium geometry.

Computed properties:
**DFT total energy**: -31690.473 eV
**Multiplicity**: 2
**HOMO-LUMO gap (alpha / beta)**: 2.702 / 9.992 eV
**Maximum force**: 3.237 eV/A

Element x y z (Å)
C1 -1.4956 0.9623 2.8086
C2 -1.1059 1.5524 1.3718
C3 -1.9237 0.9942 0.2128
N1 -1.4811 -0.3374 -0.2021
C4 -0.6874 -0.4848 -1.3536
N2 -0.5880 0.4742 -2.3396
N3 -0.2095 -1.7328 -1.6987
H1 -2.1996 1.5975 3.3400
H2 -0.5246 0.9489 3.2771
H3 -1.7928 -0.0605 2.5748
H4 -1.3315 2.6030 1.4763
H5 -0.0429 1.3511 1.1778
H6 -2.9591 0.8497 0.5711
H7 -1.8754 1.6406 -0.6816
H8 -1.3628 -1.0666 0.4845
H9 -0.8052 1.4442 -2.2379
H10 0.1348 0.2951 -3.0159
H11 0.1152 -1.7713 -2.6478
H12 -0.1474 -2.5580 -1.1427
H13 -2.3824 -4.0254 2.2144
H14 -1.0923 -3.2424 2.0842
O1 -1.5971 -3.9639 1.6699
H15 0.4932 -1.8941 2.2166
H16 0.4773 -1.8076 3.8355
O2 0.2305 -2.2989 3.0547
H17 1.4722 -3.3713 0.5426
H18 1.8941 -2.0291 -0.2186
O3 1.4350 -2.3881 0.5797
H19 3.0745 1.2924 1.1745
H20 3.4379 2.6885 1.8628
O4 2.9851 2.2522 1.1456
H21 -0.1231 -4.6925 0.5736
H22 0.9353 -5.4026 -0.2687
O5 0.7693 -5.0692 0.6318
H23 -4.1808 0.5513 -2.3847
H24 -3.6431 1.8729 -2.2107
O6 -3.4334 1.0684 -2.7071
H25 2.4305 4.3316 -0.5046
H26 1.3826 3.4201 0.2183
O7 1.5601 3.9517 -0.5572
H27 2.6815 -1.0590 -2.4682
H28 2.7279 -0.3125 -1.1371
O8 2.8476 -1.1986 -1.5328
H29 1.1872 3.1092 -2.0094
H30 0.6927 3.3116 -3.4169
O9 0.8244 2.6025 -2.7740
H31 1.8911 -0.5880 1.6583
H32 2.7987 -1.0747 2.6842
O10 2.3615 -0.2539 2.4281
H33 -1.7050 4.1093 -1.7691
H34 -2.6119 4.0954 -0.4442
O11 -2.0134 3.6013 -1.0038

(3)
ORCA calculation (ωB97M-V/def2-TZVPD) on a 14-piece molecular cluster, C4H34NO15 overall in a non-equilibrium geometry.

Computed properties:
**DFT total energy**: -36907.950 eV
**Charge**: -1
**ΔE to the lowest compared entry with this formula, charge and spin**: 21.97 kcal per mole
**HOMO-LUMO gap**: 9.680 eV
**Maximum force**: 3.628 eV/A

Element x y z (Å)
C1 1.2382 0.9862 2.0658
C2 1.1760 1.2879 0.5386
C3 2.4647 1.9111 -0.0056
N1 0.7962 0.0381 -0.1675
C4 -0.5994 -0.0950 -0.3731
O1 -1.0783 -1.2524 -0.5331
O2 -1.2669 0.9922 -0.4758
H1 0.2969 0.8682 2.5666
H2 1.7386 -0.0084 2.2413
H3 1.7858 1.8042 2.5462
H4 0.3402 2.0572 0.4814
H5 2.7652 2.7926 0.5574
H6 2.4211 2.0989 -1.1148
H7 3.3380 1.2438 0.1704
H8 1.4040 -0.7408 -0.0679
H9 -0.3045 -4.6080 0.5681
H10 -0.0996 -3.0529 0.5911
O3 0.3739 -3.9119 0.4504
H11 -0.9424 3.2208 -2.4242
H12 -0.6563 2.0641 -1.3718
O4 -0.2088 2.8756 -1.8538
H13 1.4410 0.6302 -2.6770
H14 0.7221 1.9598 -2.8304
O5 1.1494 1.2392 -3.3520
H15 -2.3135 1.1507 2.4248
H16 -3.0771 0.1271 2.9802
O6 -2.1856 0.5075 3.1606
H17 -3.2783 0.2999 0.3593
H18 -3.8395 -0.9659 0.9826
O7 -4.0433 0.0099 0.8965
H19 0.3852 -3.4401 -1.7510
H20 -0.1679 -2.0354 -1.7409
O8 0.3986 -2.6749 -2.2895
H21 -2.3323 -2.4041 2.1222
H22 -2.2930 -1.9435 0.7166
O9 -2.9024 -2.3244 1.3520
H23 0.1328 -1.3160 2.2135
H24 -1.2188 -0.8419 2.9683
O10 -0.5796 -1.5750 2.8255
H25 -0.0673 4.2200 -0.7931
H26 -0.6535 4.4560 0.4497
O11 0.0178 4.8854 -0.0633
H27 3.0249 -2.3414 0.7141
H28 2.1289 -3.5795 1.1285
O12 2.9987 -3.2087 1.1951
H29 -2.4856 2.0927 0.5745
H30 -3.4069 2.7496 1.6269
O13 -2.4852 2.6356 1.3961
H31 3.2374 -1.3543 -2.5432
H32 2.0882 -2.1497 -2.0789
O14 2.7816 -1.5427 -1.7183
H33 0.6379 -1.9779 -3.8007
H34 0.5014 -0.4803 -4.2416
O15 0.7015 -1.3793 -4.5969